51
Properties=species:S:1:pos:R:3:forces:R:3 method="wB97M-V/def2-TZVPD" total_charge=-1 e_above_lowest_kcal_mol=0.0 e_lumo_ev=2.735 total_energy_ha=-2064.9082 homo_lumo_gap_ev=5.68
Cd -0.807718 -0.278963 -0.249573 -0.10 -0.17 0.05
C -3.729180 3.594555 0.474319 0.06 0.13 0.07
C -2.448738 2.820474 0.322528 0.04 0.17 -0.02
N -2.400033 1.552477 0.458863 0.28 -0.10 -0.11
N -3.546962 0.935127 0.884065 -0.07 -0.22 0.08
C -3.941463 -0.054217 0.137877 -0.08 0.09 0.00
N -4.944136 -0.838174 0.681551 -0.03 0.02 -0.08
S -3.364566 -0.452293 -1.441413 0.28 0.05 0.08
C -1.215627 3.558364 -0.077241 -0.18 -0.06 -0.03
C -1.325170 4.796183 -0.710540 -0.03 0.12 -0.13
C -0.176607 5.463929 -1.103446 -0.16 0.03 -0.02
C 1.052250 4.883886 -0.852872 0.06 -0.07 0.04
C 1.064497 3.647929 -0.220845 0.04 -0.07 0.00
N -0.031205 3.002208 0.163018 0.20 0.00 0.14
H -4.422687 3.019699 1.079846 -0.02 -0.01 0.02
H -4.194254 3.755668 -0.503223 0.01 -0.01 0.03
H -3.552969 4.567930 0.937705 0.00 -0.03 -0.05
H -5.443697 -0.411360 1.446857 0.03 0.00 -0.01
H -5.509081 -1.316354 0.002736 -0.02 -0.05 -0.02
H -2.298280 5.220600 -0.915713 0.01 0.00 0.02
H -0.245857 6.420806 -1.607001 -0.01 0.00 0.02
H 1.978932 5.369341 -1.131303 -0.02 -0.04 -0.01
H 2.007957 3.148153 -0.012739 -0.10 0.06 -0.03
C 2.717513 0.576501 -1.766186 0.09 0.08 -0.09
Si 1.748087 0.001408 -0.224242 -0.23 -0.16 -0.27
C 2.590963 0.882604 1.242497 -0.09 0.21 0.19
C 2.311167 -1.816134 0.022653 0.14 -0.15 0.00
C 3.700616 -2.038956 0.029314 -0.08 -0.03 0.00
C 4.247802 -3.303088 0.192665 -0.10 0.00 0.00
C 3.398018 -4.393534 0.358090 -0.01 0.10 0.00
C 2.025186 -4.193336 0.360808 0.06 0.06 -0.01
C 1.445861 -2.923359 0.198835 0.16 0.01 0.01
Si -0.483177 -2.826335 0.216138 0.16 0.27 0.09
C -0.931100 -3.973302 -1.227715 -0.17 -0.03 -0.17
C -0.959772 -3.831812 1.753638 -0.07 -0.05 0.20
H 3.721913 0.939952 -1.510851 -0.05 -0.07 -0.05
H 2.190921 1.381467 -2.288084 0.06 -0.02 0.04
H 2.829223 -0.257222 -2.468043 -0.04 0.09 0.04
H 3.607126 1.202966 0.977472 -0.06 -0.06 0.05
H 2.664426 0.198132 2.092891 -0.01 0.05 -0.05
H 2.029974 1.762841 1.575847 0.08 -0.14 0.00
H 4.376007 -1.191551 -0.097884 -0.08 -0.10 0.00
H 5.324636 -3.439250 0.190049 -0.03 0.00 0.00
H 3.805284 -5.391008 0.486173 0.00 0.01 0.00
H 1.378072 -5.059042 0.491274 0.05 0.06 -0.01
H -0.580628 -4.997072 -1.045001 -0.01 0.06 -0.03
H -0.467131 -3.615915 -2.152876 -0.05 -0.04 0.03
H -2.015154 -3.999229 -1.387702 0.10 -0.01 0.01
H -0.630298 -4.876058 1.671216 -0.03 0.08 0.04
H -2.046564 -3.826296 1.893539 0.10 -0.02 -0.01
H -0.504386 -3.399340 2.652010 -0.07 -0.06 -0.07